1.
The following is a quantum chemistry calculation of a single C2H3FS3 molecule at a distorted geometry, from the Open Molecules 2025 dataset.

- HOMO level (Ha) = -0.3235
- HOMO-LUMO gap (eV) = 7.503
- energy above the lowest of the compared OMol25 structures with the same formula, charge and spin (kJ/mol) = 141.6

CARTESIAN COORDINATES (ANGSTROEM)
C -0.770 -0.353 0.536
C -1.348 0.605 -0.191
F -1.571 0.639 -1.450
S -0.185 -1.794 -0.288
S 2.068 -0.771 0.074
S 1.745 1.066 0.491
H -0.711 -0.310 1.632
H -1.570 1.460 0.373
H 2.342 -0.542 -1.177

2.
The following is a quantum chemistry calculation of a molecular structure, C2H3HgO3 at a distorted geometry, from the Open Molecules 2025 dataset.

- HOMO level (Ha) = -0.0888
- total charge = -1
- HOMO-LUMO gap (eV) = 6.308

CARTESIAN COORDINATES (ANGSTROEM)
O 0.377 1.469 0.328
C -0.624 0.618 0.382
C -0.899 -0.490 -0.537
O 3.237 -0.250 -0.367
Hg 1.746 0.066 0.553
H -1.886 -0.960 -0.551
H -0.356 -0.523 -1.488
O -0.134 -0.829 0.641
H -1.460 0.899 1.039